# 1
The following is a DFT calculation (ωB97M-V with the def2-TZVPD basis set) of a 13-piece molecular cluster, C54H138N12O4 overall.

Last column: Löwdin charge in e.
Geometry (Å):
O  -0.5357  2.0218  -0.0963  0.024
O  1.6286  -2.6158  -1.2860  -0.096
O  1.7484  1.8427  -1.6906  0.005
O  -0.9010  -2.4922  0.1330  -0.104
N  1.0142  5.6210  2.2828  -0.166
N  -1.4606  5.8293  -3.8704  -0.170
N  -0.9272  -0.7179  5.0272  -0.210
N  -1.9977  -6.3127  1.5758  -0.223
N  -5.2329  1.3059  2.7437  -0.189
N  1.8696  3.5210  0.4802  0.324
N  3.2786  -3.2226  -5.9356  -0.169
N  0.3762  -1.4100  2.6102  0.333
N  0.4617  -5.0646  0.3980  0.316
N  3.8861  4.9258  -1.0056  -0.218
N  3.8223  -2.2274  0.5797  0.348
N  1.2984  -6.5653  -1.6380  -0.227
C  0.9050  -2.1863  -6.3832  -0.064
C  0.5708  7.9122  1.0598  -0.066
C  0.8352  -0.9046  6.8698  -0.063
C  -0.4023  -7.4658  3.2635  -0.089
C  -0.7088  7.8077  -2.7413  -0.111
C  -2.7101  4.0077  -2.6482  -0.073
C  2.3473  5.5006  4.4223  -0.088
C  -2.6054  5.7600  -6.1587  -0.096
C  4.7544  5.7454  -0.1082  -0.254
C  3.6932  -5.4687  -5.2900  -0.082
C  -4.4058  1.5716  1.5087  -0.231
C  -1.6252  5.0599  -5.1851  -0.204
C  1.0243  6.4688  1.0073  -0.259
C  0.6861  -5.8251  -2.7967  -0.200
C  3.2442  5.7708  -2.1036  -0.161
C  1.1847  0.8292  -1.2819  -0.324
C  0.7527  -7.9031  -1.6559  -0.237
C  -2.5465  -7.5714  1.0864  -0.254
C  -0.1428  0.0080  6.0409  -0.242
C  0.7224  -8.6677  -0.3375  -0.083
C  3.4909  -6.6938  -0.5215  -0.061
C  4.4581  3.6914  -1.4895  -0.253
C  -1.5561  -6.4793  3.0343  -0.198
C  2.0804  4.9497  -2.8524  -0.058
C  2.7318  -6.5125  -1.8268  -0.257
C  -6.3756  0.4377  2.4043  -0.209
C  -0.9686  1.5068  3.8273  -0.102
C  -0.1656  0.8971  -0.4272  -0.297
C  -5.0905  2.5749  0.5156  -0.053
C  1.8837  -3.0087  -5.5171  -0.267
C  -2.8505  -5.1473  1.5130  -0.262
C  -0.7801  -0.3124  -0.0356  -0.040
C  -1.8333  -1.7676  5.5924  -0.215
C  1.7883  6.3911  3.3332  -0.246
C  -0.9388  7.1945  -4.0710  -0.261
C  -5.3362  2.4481  3.6547  -0.266
C  3.8940  -1.8846  -6.0834  -0.219
C  -0.8082  -5.3942  -2.6884  -0.041
C  -1.3143  4.7505  1.6896  -0.066
C  3.9378  -1.0807  -4.7360  -0.078
C  -2.4944  -2.5664  4.4953  -0.077
C  -1.7364  0.3197  4.2922  -0.254
C  -3.4935  -4.8139  0.1508  -0.059
C  -2.5837  5.5102  -3.0140  -0.264
C  -5.9696  2.2506  5.0528  -0.084
C  -0.2702  -1.4611  -0.3776  -0.415
C  -3.9805  -7.8762  1.4567  -0.074
C  6.0948  6.1377  -0.6828  -0.082
C  1.7379  -0.4499  -1.5630  0.003
C  -0.3570  5.3469  2.7587  -0.239
C  3.8772  -4.0470  -4.8945  -0.293
C  1.0015  -1.5306  -1.0871  -0.390
C  5.2811  2.9775  -0.3662  -0.071
C  -5.9007  -0.9178  1.7917  -0.069
H  -1.1617  -5.4967  3.2935  0.097
H  2.5533  4.1254  -3.3863  0.063
H  -1.6334  2.2682  3.4194  0.067
H  -0.2251  1.1920  3.0950  0.064
H  -1.5967  7.9479  -2.1248  0.076
H  6.7709  5.3037  -0.8711  0.060
H  6.7399  6.8075  -0.1142  0.084
H  0.5636  5.9674  0.1561  0.088
H  -5.2317  -1.5522  2.3732  0.057
H  4.0319  -1.3502  1.0344  0.148
H  -1.7479  7.7593  -4.5342  0.106
H  -3.6239  5.8165  -5.7746  0.061
H  -1.3925  -5.4648  -3.6058  0.084
H  -5.8969  2.0681  -0.0143  0.071
H  3.6009  -5.9852  -4.3346  0.036
H  -4.1686  -8.9134  1.1794  0.087
H  4.7302  5.4577  0.9429  0.109
H  -2.4223  -6.8950  3.5491  0.115
H  -2.1768  -4.3328  1.7791  0.080
H  -0.4449  -5.3794  0.7129  0.072
H  -0.1917  -1.4649  1.7767  0.066
H  1.9110  -2.5070  -4.5499  0.086
H  -4.6499  -7.2069  0.9163  0.066
H  -3.4107  3.9577  -1.8147  0.043
H  -4.1763  -5.5497  -0.2741  0.068
H  1.0441  -5.0882  1.2228  0.118
H  4.9487  -0.6814  -4.6534  0.067
H  -0.0934  -2.2211  -5.9472  0.073
H  -0.4392  8.0449  1.4475  0.078
H  -5.2508  -0.7814  0.9273  0.044
H  5.5483  1.9619  -0.6581  0.063
H  1.1574  7.1141  3.8502  0.110
H  1.5426  -9.3462  -0.1031  0.082
H  -0.0095  7.2465  -2.1215  0.049
H  4.8827  -2.0509  -6.5110  0.109
H  3.7324  -1.7128  -3.8721  0.039
H  -0.8036  6.1807  3.3004  0.115
H  -1.7830  3.5663  -2.2827  0.064
H  2.8070  -7.2129  0.1499  0.054
H  -0.9006  0.4540  6.6850  0.124
H  -4.2716  -7.8366  2.5064  0.077
H  1.2200  -8.5610  -2.3886  0.129
H  1.2956  3.0028  -0.1694  0.054
H  -1.9626  -2.9407  3.6206  0.049
H  4.7609  2.9236  0.5902  0.057
H  1.0065  -6.3798  -3.6786  0.120
H  2.6710  3.9178  0.0107  0.063
H  5.0569  3.9056  -2.3748  0.123
H  1.0588  8.3676  1.9215  0.066
H  0.4542  0.8564  5.7065  0.095
H  -2.5023  -1.4268  6.3826  0.134
H  4.3723  -7.3216  -0.6522  0.089
H  0.7495  -5.5977  -0.4101  0.039
H  0.4215  -7.9960  0.4665  0.039
H  1.5587  5.6087  -3.5464  0.056
H  -2.6299  5.2009  -7.0941  0.072
H  -0.7778  -4.3320  -2.4457  0.064
H  -0.1586  -7.5388  4.3234  0.080
H  1.2768  4.5564  -2.2298  0.053
H  4.6704  -2.6031  0.1800  0.158
H  -0.1072  -9.3728  -0.2849  0.075
H  -2.5719  5.9923  -2.0364  0.093
H  -1.0351  3.7000  1.6082  0.035
H  2.8194  -5.6744  -5.9082  0.085
H  -7.0568  2.3273  5.0439  0.073
H  -6.7617  -1.3953  1.3240  0.075
H  1.5784  4.8441  4.8294  0.057
H  -5.5613  3.3266  1.1491  0.061
H  1.5828  -0.2330  7.2919  0.071
H  -2.4707  6.8050  -6.4381  0.064
H  -6.9393  1.0895  1.7369  0.104
H  1.3069  -4.9293  -2.7842  0.079
H  4.5557  -5.9722  -5.7267  0.082
H  0.5895  8.4820  0.1308  0.080
H  -3.3680  -1.9931  4.1849  0.068
H  -0.3050  -7.9321  -1.9178  0.115
H  -0.1294  -1.1592  3.4478  0.060
H  1.0525  -2.1583  2.6619  0.131
H  -2.5979  -7.4818  0.0013  0.110
H  -1.6179  -0.2485  0.6430  0.127
H  -4.0826  0.7047  0.9323  0.079
H  -5.8702  3.3276  3.2949  0.099
H  3.5601  -3.8946  -3.8628  0.087
H  3.1080  -7.3007  -2.4790  0.123
H  2.0838  2.8634  1.2163  0.133
H  -7.0152  0.3308  3.2804  0.109
H  -3.5458  5.8281  -3.4156  0.108
H  -2.4137  0.0726  3.4747  0.112
H  3.2476  -2.0089  -0.2216  0.071
H  1.0793  -0.7200  2.3873  0.126
H  -3.0993  3.4259  -3.4838  0.066
H  -2.8430  -4.7420  -0.7208  0.048
H  1.2579  -1.6469  6.1928  0.067
H  2.6690  -0.5786  -2.0948  0.100
H  -1.1387  -2.4170  6.1253  0.103
H  -0.4936  2.0633  4.6352  0.068
H  1.2209  -1.1523  -6.5217  0.061
H  -2.4522  0.7596  4.9865  0.122
H  0.2858  -1.2138  7.7590  0.076
H  2.7119  6.5706  -1.5887  0.088
H  0.3891  -4.0815  0.1783  0.056
H  4.2788  6.7226  -0.0240  0.099
H  3.1190  4.8182  4.0660  0.065
H  -0.1725  8.7429  -2.9022  0.081
H  -2.9070  -3.4790  4.9254  0.085
H  -3.4670  2.0367  1.8095  0.077
H  -1.7583  3.9831  -5.0806  0.098
H  6.2647  3.4188  -0.2055  0.060
H  3.3116  -2.8943  1.1405  0.134
H  -5.6443  1.2651  5.3863  0.064
H  -5.5246  2.9871  5.7218  0.071
H  -1.3390  -5.8803  -1.8697  0.045
H  2.5527  7.0335  2.8960  0.114
H  -4.3184  2.7911  3.8406  0.094
H  -3.7003  -5.2744  2.1837  0.119
H  2.6632  6.0648  5.2998  0.082
H  -4.3680  3.0721  -0.1316  0.046
H  3.0258  -5.5302  -2.1966  0.095
H  -0.7177  5.0845  -5.7883  0.097
H  -2.3061  4.7146  2.1403  0.075
H  2.0753  6.4610  0.7185  0.082
H  1.2316  4.1912  0.8851  0.062
H  -1.8737  -8.3770  1.3805  0.095
H  3.7159  2.9901  -1.8708  0.078
H  3.6326  -5.7357  -0.0214  0.047
H  3.2358  -0.2818  -4.9750  0.073
H  1.4564  -3.9926  -5.3237  0.100
H  4.9367  -3.7915  -4.9150  0.123
H  0.8739  -2.6274  -7.3795  0.079
H  -0.2722  4.5371  3.4834  0.088
H  5.9589  6.6558  -1.6320  0.079
H  0.4663  -7.2143  2.6549  0.049
H  -0.5954  -8.5110  3.0218  0.071
H  -1.4330  5.3151  0.7648  0.073
H  -3.9372  -3.8227  0.2448  0.078
H  3.8825  6.1764  -2.8886  0.111
H  3.3541  -1.3081  -6.8346  0.100
H  -0.0845  7.2707  -4.7435  0.121

## Properties
- HOMO energy: -10.7181 eV
- E: -3097.4694 Ha
- Energy relative to the best compared isomer or geometry (same formula, charge and spin): 163.5 kcal/mol
- Total charge: +2
- LUMO level: -6.18 eV

---

# 2
The following is a DFT calculation (ωB97M-V with the def2-TZVPD basis set) of a 13-piece molecular cluster, C54H139N9O13 overall.

Last column: Löwdin charge in e.
Geometry (Å):
O  -5.7029  12.9004  2.0915  -0.064
O  -6.3595  11.5769  7.7859  -0.190
O  -1.6467  14.6500  3.3666  -0.230
O  -8.2273  8.1942  2.9086  -0.196
O  -3.3718  12.5760  12.4691  -0.173
O  -11.8676  13.1247  6.2509  -0.083
O  -10.1293  17.0025  9.1647  -0.084
O  -11.0603  15.4510  4.7661  -0.099
O  -6.6257  7.9050  10.0365  -0.189
O  -4.0451  9.0535  -0.9134  -0.193
O  -2.2198  10.9372  7.0355  -0.043
O  -3.0470  15.3887  5.8269  -0.123
O  1.5816  14.8032  6.7705  -0.167
N  -6.6249  13.8825  1.6509  -0.098
N  -3.0313  12.4309  4.5646  0.077
N  -5.9884  12.1713  4.8913  0.067
N  -11.5956  9.4061  3.9385  0.043
N  -1.7401  14.1379  8.2877  0.063
N  -1.8061  9.6163  6.8266  -0.091
N  -5.2025  9.8370  2.5401  0.077
N  -9.5073  8.5638  10.1574  0.038
N  -1.8491  15.6518  11.1835  0.043
C  -5.6505  7.4214  10.9395  -0.110
C  -4.1006  16.6863  7.5161  -0.074
C  -7.0171  12.7892  5.7094  -0.406
C  -0.3159  14.4787  8.2822  -0.408
C  -4.2877  15.2381  11.1677  -0.061
C  -6.6288  13.2474  -0.7989  -0.011
C  -4.5340  7.6671  1.5664  -0.041
C  -8.0152  15.9185  0.1736  -0.180
C  -11.2459  7.4262  2.5259  -0.048
C  -2.9276  8.6685  7.0585  -0.483
C  -7.4256  13.4560  0.5118  -0.502
C  -9.2931  9.0703  3.1797  -0.208
C  -0.3571  9.5079  8.9133  -0.027
C  -3.6025  16.6853  6.0703  -0.281
C  -5.5912  12.6329  8.3008  -0.113
C  -7.1111  9.1648  10.4372  -0.230
C  -4.0686  8.9587  6.0841  -0.025
C  0.5021  10.3452  6.7329  -0.024
C  -4.8368  15.3859  0.7320  -0.028
C  -4.3666  9.4254  -2.2583  -0.082
C  -7.4225  12.0234  6.9522  -0.193
C  -1.3986  15.6865  2.4210  -0.071
C  -8.1318  12.1108  0.8368  -0.023
C  -1.6704  12.2961  4.0129  -0.391
C  -3.4289  8.7123  8.5170  -0.020
C  -2.4158  7.2599  6.7343  -0.148
C  -2.5940  13.3740  11.5990  -0.210
C  -9.1457  16.1378  9.7333  -0.303
C  -0.4858  9.3559  7.3796  -0.510
C  -1.3901  13.3388  2.9188  -0.192
C  -7.0797  16.3052  1.3313  -0.122
C  -9.3705  17.1787  5.2283  -0.075
C  -11.8960  10.8716  7.0391  -0.083
C  -5.5817  15.4988  3.1279  -0.024
C  -3.4566  11.2364  12.0763  -0.127
C  -4.8686  9.6989  0.0369  -0.218
C  -8.4440  9.5057  9.7936  -0.435
C  -8.2078  13.0902  4.8028  -0.034
C  -11.0690  11.9551  6.3916  -0.341
C  0.2239  14.4561  6.8469  -0.202
C  -1.0733  6.8376  7.3113  -0.173
C  -1.5468  10.8979  3.3829  -0.042
C  -6.0308  15.2322  1.6729  -0.479
C  -2.9261  14.8571  11.7694  -0.415
C  -4.4945  9.1921  1.4299  -0.426
C  -9.3645  14.6983  9.2411  -0.084
C  -10.6272  8.3977  3.5610  -0.442
C  -0.0464  7.9469  6.9954  -0.140
C  -7.9630  7.3252  4.0029  -0.096
C  -8.8732  10.8923  10.2547  -0.055
C  2.2013  14.4591  5.5635  -0.113
C  0.4243  13.6677  9.3380  -0.040
C  -8.5232  14.5025  0.3231  -0.144
C  -10.1983  16.4358  4.1799  -0.293
H  -9.0071  16.5631  6.0469  0.065
H  0.0870  11.3316  6.9411  0.052
H  -8.5345  12.1460  1.8517  0.071
H  -9.2242  16.1130  10.8211  0.109
H  -7.9543  13.5997  3.8739  0.060
H  -6.3814  9.9516  10.1997  0.120
H  -5.1057  15.8138  -0.2359  0.079
H  -4.5994  17.6359  7.7310  0.078
H  -2.6479  15.3558  4.9425  0.043
H  -10.3807  7.8435  4.4731  0.124
H  -8.8068  16.6329  -0.0568  0.113
H  -1.9438  16.5289  2.8458  0.090
H  -6.0620  12.7343  2.9942  0.047
H  1.5052  13.7936  9.2731  0.080
H  -2.1947  10.8148  2.5076  0.059
H  -4.8165  8.1350  10.9329  0.071
H  -8.1235  12.6029  7.5662  0.095
H  -6.9951  6.8365  3.8828  0.084
H  -8.1761  16.4956  9.3931  0.105
H  -10.3682  14.3888  9.5347  0.080
H  -1.7479  15.4445  1.4172  0.083
H  -8.6492  13.9571  9.6032  0.050
H  -2.8749  17.4784  5.8795  0.115
H  -0.9145  12.4097  4.7940  0.113
H  -4.7536  8.1099  6.0699  0.086
H  0.5406  10.1471  5.6615  0.079
H  -3.4528  9.5234  1.5314  0.111
H  -4.0013  8.6707  -2.9481  0.084
H  -3.1694  6.4843  6.8875  0.122
H  -7.9267  11.0806  6.7118  0.130
H  -4.1179  10.7262  12.7813  0.086
H  -10.0289  17.9544  5.6360  0.074
H  -3.7209  9.2434  5.0913  0.064
H  -4.7277  10.7876  0.0339  0.110
H  -6.0978  9.3475  2.6133  0.058
H  -4.9578  14.7131  3.5464  0.069
H  -12.6114  10.4867  6.3145  0.055
H  -9.8569  11.2200  9.9181  0.074
H  -4.9452  12.3188  9.1201  0.076
H  -11.3879  13.6758  5.6152  0.032
H  -6.5920  17.2458  1.0797  0.126
H  -4.6893  9.7989  6.4166  0.066
H  -0.9546  10.3592  9.2571  0.072
H  -6.3129  11.2995  4.4689  0.080
H  3.2722  14.6050  5.6819  0.088
H  -4.0652  16.0777  1.0869  0.067
H  -3.2278  16.7047  8.1695  0.064
H  -6.0678  7.3378  11.9456  0.089
H  -8.1639  11.6004  9.8213  0.055
H  -3.8757  7.1997  0.8347  0.074
H  -7.1396  12.5707  -1.4818  0.086
H  -1.5622  13.2703  11.9541  0.124
H  -7.3804  16.0341  -0.7190  0.097
H  -12.3975  11.2683  7.9223  0.076
H  -2.5229  10.6669  12.0616  0.089
H  -5.9188  9.5198  -0.2286  0.124
H  -9.1634  14.1711  -0.5008  0.123
H  -5.2448  6.4854  10.5617  0.091
H  -11.8675  15.9044  5.0460  0.100
H  -4.4325  16.8559  5.3784  0.089
H  -5.1073  15.0095  11.8561  0.075
H  1.8133  15.0089  4.6977  0.081
H  -4.3586  8.1385  8.4948  0.080
H  -3.1494  13.4430  4.5134  0.044
H  -2.2028  7.2594  5.6552  0.120
H  -9.5718  8.4666  11.1687  0.071
H  -12.4693  9.0584  4.3075  0.078
H  -6.4107  15.7671  3.7870  0.077
H  -10.7113  11.6068  5.4168  0.086
H  -5.4434  9.5671  -2.3540  0.081
H  -8.9025  11.9696  0.0823  0.087
H  -2.7039  13.1206  10.5406  0.104
H  -8.6253  6.4548  3.9522  0.087
H  -0.3323  15.9234  2.4033  0.090
H  -3.9806  11.1107  11.1217  0.063
H  -10.5290  6.6539  2.2338  0.070
H  -9.2559  14.5513  1.1391  0.121
H  -4.4503  14.7789  10.1938  0.053
H  -6.2143  13.4186  8.7579  0.083
H  -8.0036  7.8601  4.9514  0.095
H  -5.4378  10.7696  2.1884  0.031
H  -11.4754  7.9930  1.6186  0.076
H  -2.8140  8.2071  9.2636  0.067
H  -4.9816  13.1799  7.5734  0.079
H  -0.2432  15.5108  8.6411  0.131
H  -0.7239  5.9123  6.8566  0.110
H  0.2433  12.5879  9.3151  0.064
H  0.0842  13.9376  10.3376  0.053
H  -3.5013  9.7528  8.8354  0.078
H  -11.2646  10.0387  7.3582  0.070
H  -8.5569  17.7543  4.7811  0.069
H  -7.7504  16.4334  2.1868  0.097
H  -1.8908  13.1636  8.0174  0.063
H  -9.4649  9.6680  2.2832  0.121
H  -5.0142  16.4361  3.0978  0.080
H  -4.3832  16.3221  11.0547  0.068
H  -0.3631  15.1357  6.2160  0.120
H  -3.7408  12.1580  3.8827  0.059
H  -5.5247  7.2339  1.4349  0.077
H  -10.2041  12.2359  7.0085  0.081
H  -9.5381  15.7454  3.6411  0.085
H  2.0408  13.3983  5.3246  0.083
H  -4.2791  14.4536  0.6176  0.080
H  -1.1601  6.7148  8.3949  0.100
H  -9.0661  9.7030  4.0462  0.110
H  -2.0145  13.0510  2.0634  0.130
H  -11.8624  9.9234  3.1034  0.084
H  -7.2299  9.1748  11.5318  0.124
H  -4.1334  7.4423  2.5572  0.074
H  -4.7779  15.8727  7.7544  0.064
H  -8.2675  9.4686  8.7150  0.132
H  1.4902  10.2923  7.1859  0.089
H  -8.9465  10.8234  11.3426  0.086
H  -9.2420  7.6230  9.8721  0.068
H  -3.8186  10.3566  -2.4198  0.087
H  -12.1712  6.9766  2.8788  0.072
H  -2.2761  14.6077  7.5555  0.037
H  -6.4246  14.2273  -1.2265  0.064
H  -10.6719  17.1516  3.5073  0.116
H  0.0085  13.4514  6.4556  0.095
H  -0.5216  10.7918  3.0172  0.085
H  0.1929  7.8977  5.9287  0.116
H  -0.8358  8.6800  9.4418  0.058
H  -1.7245  15.4142  10.1951  0.026
H  -5.1953  11.9007  5.4717  0.059
H  -0.3350  13.1977  2.6509  0.134
H  -8.6566  12.1424  4.4733  0.066
H  -2.1606  16.6157  11.0885  0.065
H  -2.5104  11.2647  6.1686  0.046
H  -5.6777  12.7753  -0.5495  0.064
H  -3.0264  15.0684  12.8366  0.135
H  -9.0096  13.5527  5.3823  0.067
H  -9.2745  14.6623  8.1529  0.058
H  -6.5350  13.7368  5.9865  0.136
H  -7.4278  11.2785  0.8669  0.061
H  0.6519  9.6147  9.3070  0.085
H  0.8794  7.6687  7.5055  0.122
H  -1.7931  10.0949  4.0751  0.064
H  -10.8837  16.9889  9.7607  0.079

## Properties
- HOMO energy: -7.9455 eV
- E: -3611.5466 Ha
- LUMO level: 0.47 eV